11 unconnected molecules or ions with the total composition C15H49O13. Source: the OMol25 dataset; level of theory: ωB97M-V/def2-TZVPD.

Cartesian coordinates (Å):
1 C -0.524 0.705 -0.246
2 O -1.589 -0.017 -0.188
3 O 0.601 0.152 -0.403
4 O -0.618 1.953 -0.089
5 H 0.747 -0.793 -0.469
6 C 0.039 -2.922 -2.274
7 O 0.672 -3.813 -1.328
8 H 0.746 -2.316 -2.779
9 H -0.336 -2.347 -1.583
10 H -0.880 -3.300 -2.992
11 H 0.116 -3.968 -0.631
12 C 0.852 0.198 -4.084
13 O -0.480 0.505 -3.750
14 H 1.501 0.298 -3.136
15 H 1.176 0.762 -4.913
16 H 1.079 -0.877 -4.447
17 H -0.522 0.726 -2.743
18 C -1.451 -3.558 1.057
19 O -1.026 -4.856 0.496
20 H -1.025 -3.548 1.995
21 H -2.510 -3.426 1.283
22 H -0.897 -2.851 0.434
23 H -1.644 -5.496 0.805
24 C -4.368 2.313 -0.823
25 O -3.106 2.138 -1.423
26 H -4.617 1.421 -0.310
27 H -5.019 2.551 -1.610
28 H -4.510 2.941 0.150
29 H -2.516 1.607 -0.894
30 C -3.658 -1.116 -2.516
31 O -3.826 -1.347 -1.153
32 H -4.603 -1.188 -3.304
33 H -2.891 -1.546 -2.964
34 H -3.462 -0.186 -2.650
35 H -3.096 -0.846 -0.716
36 C -0.066 4.748 -1.867
37 O 0.366 3.386 -2.220
38 H -0.128 5.253 -2.838
39 H 0.742 5.285 -1.370
40 H -1.003 4.770 -1.334
41 H -0.006 2.904 -1.568
42 C 3.095 2.902 -0.319
43 O 2.087 2.464 0.623
44 H 3.132 2.238 -1.264
45 H 4.184 2.883 0.080
46 H 2.863 4.025 -0.602
47 H 1.368 2.162 0.105
48 C -0.460 3.909 2.676
49 O -1.484 3.306 1.812
50 H -0.400 3.382 3.625
51 H -0.596 4.990 2.655
52 H 0.614 3.447 2.056
53 H -1.153 2.762 0.895
54 C -2.186 -0.604 4.982
55 C -1.590 0.011 3.694
56 C -0.080 -0.224 3.608
57 O -2.212 -0.561 2.574
58 H -1.466 -0.387 5.910
59 H -1.867 -1.515 4.808
60 H -3.232 -0.530 5.029
61 H -1.876 1.089 3.556
62 H 0.340 0.464 3.018
63 H 0.126 -1.272 3.416
64 H 0.357 0.080 4.750
65 H -1.782 -0.153 1.732
66 C 4.956 -3.051 0.970
67 C 4.110 -2.637 -0.223
68 C 4.433 -1.255 -0.696
69 O 4.427 -3.572 -1.237
70 H 4.760 -2.288 1.847
71 H 5.995 -2.764 0.603
72 H 4.802 -3.973 1.490
73 H 3.008 -2.737 0.052
74 H 4.990 -0.817 0.255
75 H 3.608 -0.605 -0.612
76 H 5.174 -1.153 -1.385
77 H 3.732 -4.339 -1.101

Calculated values
charge = -1
frontier orbital gap = 8.78 eV
multiplicity = 1
strongest force on any atom = 6.86 eV Å⁻¹
energy above the lowest of the compared OMol25 structures with the same formula, charge and spin = 1.388 eV